[1]
63
Properties=species:S:1:pos:R:3:forces:R:3 method="wB97M-V/def2-TZVPD" spin_multiplicity=1 orbital_gap_ha=0.062 charge=-1
N 4.024826 2.941828 4.461323 -1.14 0.07 1.28
P 3.015702 1.971653 3.625134 0.03 -0.08 -0.48
Ga 1.063001 3.076590 2.929839 0.10 0.96 -0.97
C -0.550458 1.731810 3.208949 -1.95 -0.02 2.27
C -1.714998 2.391977 4.033392 0.53 -1.74 -3.29
O -2.555833 3.100904 3.380561 1.09 0.26 0.97
F -1.780548 2.278720 5.315205 0.46 0.52 0.24
H 3.609270 3.873064 4.537855 0.41 0.10 -0.49
H 2.688422 0.859867 4.460001 0.11 -0.23 -0.52
H 3.642426 1.448174 2.470688 -0.08 -0.22 0.33
H 1.122723 3.479040 1.385124 0.02 -0.24 0.32
H 0.801334 4.450692 3.737918 -0.08 -0.27 0.25
H -0.132946 0.874524 3.789581 -0.22 0.09 -0.55
H -0.943248 1.418058 2.197939 1.99 1.06 0.47
Mg -2.530499 0.797311 2.504096 -1.19 -1.12 0.43
O 4.990282 0.200760 5.851916 -0.74 -0.68 -0.04
H 4.673084 1.083361 5.702742 0.37 1.02 -0.60
C -2.119017 0.297310 -2.459745 -0.27 0.13 -0.12
O -1.016479 0.513118 -1.974028 -0.07 -0.03 0.27
N -2.437209 -0.885785 -3.065359 0.22 -0.44 0.07
N -3.123053 1.217866 -2.432278 0.15 -0.39 0.52
H -3.334697 -1.078943 -3.467299 0.02 0.16 -0.05
H -1.719101 -1.593110 -3.101637 0.09 0.14 -0.01
H -2.931313 2.103985 -1.998857 -0.11 0.16 -0.36
H -4.033999 1.061051 -2.823868 0.04 0.18 -0.15
Be -1.394287 4.452530 2.621352 -0.34 -0.24 -0.08
N -0.575192 -2.022689 4.714457 0.20 -0.02 0.09
O 0.061064 -0.969079 4.419229 -0.06 0.24 -0.15
O -1.797122 -2.095138 4.430965 -0.43 0.53 -0.47
O -0.011915 -2.953914 5.266247 -0.02 0.09 -0.03
C 6.109942 -1.463707 3.053641 1.44 -0.66 0.69
O 5.899850 -1.854730 1.831081 -0.41 0.38 0.17
H 6.086899 -2.241353 3.845627 -0.65 -0.17 -0.12
H 7.058773 -0.925502 3.260941 -0.10 0.44 -0.46
H 5.345743 -0.712621 3.487564 -0.37 0.37 0.42
Mg 2.663419 2.402912 6.331093 1.12 -0.45 -0.01
C -0.789811 -5.848705 -0.824752 0.10 -0.02 0.03
C 0.256377 -5.144059 0.047669 -0.09 0.01 0.01
C 1.239694 -4.439094 -0.894083 0.11 -0.11 0.43
S 0.319934 -4.058608 -2.386801 -0.02 0.01 0.28
O 0.870818 -4.822778 -3.476878 -0.03 0.16 -0.10
O 0.125984 -2.631630 -2.476432 -0.01 -0.12 -0.32
C -1.212962 -4.825294 -1.873274 -0.25 -0.28 0.16
H -1.640339 -6.194072 -0.237282 0.01 0.00 -0.02
H -0.340129 -6.717724 -1.311635 -0.04 0.02 -0.03
H -0.237825 -4.406176 0.683827 0.01 -0.02 -0.01
H 0.774025 -5.844124 0.702265 0.01 0.05 0.00
H 1.621196 -3.515572 -0.464361 0.05 0.03 -0.18
H 2.068253 -5.089694 -1.168913 -0.03 0.05 -0.13
H -1.709404 -5.268275 -2.734394 0.09 0.12 -0.09
H -1.841754 -4.049357 -1.434679 0.05 0.04 -0.04
O -5.487794 3.180624 -3.985924 0.26 -0.10 -0.28
S -4.563984 4.284423 -3.687274 -0.23 -0.48 0.98
O -3.762360 4.569776 -4.891704 -0.10 0.19 -0.42
O -3.684649 3.897448 -2.578258 -0.07 0.28 0.12
O -5.311421 5.491372 -3.322369 0.28 0.20 -0.35
C -0.648650 3.180842 -6.378738 -0.16 -0.16 1.60
C -0.755947 3.156928 -7.937179 -0.15 0.05 -1.79
O -1.737941 2.527990 -8.362810 -0.01 0.00 0.63
O 0.146573 3.764396 -8.519579 0.11 0.05 0.56
H -1.466476 2.633188 -5.918785 -0.11 0.00 -0.23
H 0.292335 2.726837 -6.071679 0.09 0.05 -0.30
H -0.678589 4.210801 -6.027368 0.02 0.08 -0.31

=====

[2]
84
Properties=species:S:1:pos:R:3:forces:R:3 method="wB97M-V/def2-TZVPD" s2=6.01 spin_multiplicity=5 orbital_gap_ha="0.242 / 0.240" charge=+2
Hg -0.096756 2.066808 2.762667 -0.44 -0.38 -1.54
Cr -1.947938 2.830919 -0.119506 1.20 -1.06 1.46
C 0.116045 -1.073104 0.248632 -0.76 0.25 1.38
C 0.134013 0.382964 -0.236654 1.17 -0.86 -0.51
O -0.545015 1.306005 0.558057 -1.65 0.90 0.96
H 0.417808 -1.941682 -0.336699 0.18 0.71 -0.75
H -0.909133 -1.276777 0.557896 -0.24 -0.13 -0.03
H 0.698431 -1.159675 1.165927 0.13 0.09 0.16
H -0.250063 0.380975 -1.256747 -0.10 0.31 -0.26
H 1.167350 0.729695 -0.246828 0.34 -0.14 -0.52
O -1.194472 3.859982 1.670930 -0.03 -1.25 -0.93
H -0.460112 4.494964 1.561177 -0.51 -0.44 0.10
C 0.834363 -4.363311 -1.635422 -1.08 0.07 0.23
C 2.081703 -3.588702 -2.051124 -0.90 -1.15 0.01
O 2.587003 -4.134214 -3.260106 0.99 0.04 0.66
H 0.060712 -4.375944 -2.403156 -0.24 0.62 -0.01
H 0.449637 -4.008941 -0.679128 -0.32 0.51 -0.14
H 0.875075 -5.428805 -1.409254 1.27 -0.15 -0.27
H 2.719401 -3.687190 -1.172623 1.04 -0.28 -0.64
H 1.944315 -2.512097 -2.151830 -0.52 0.16 -0.07
H 2.043101 -3.881229 -4.009611 -0.20 0.14 0.13
C -1.007633 -4.545797 1.611488 -1.00 -0.93 2.08
C -2.347063 -5.015440 2.325069 -0.04 0.11 -0.64
O -2.241560 -5.757531 3.530627 0.79 0.09 -0.08
H -0.442486 -5.421687 1.292889 -0.22 0.14 -0.64
H -0.364509 -4.124377 2.384082 0.00 0.39 0.09
H -1.232461 -3.787082 0.861891 0.10 -0.35 -0.19
H -2.941078 -5.623242 1.642551 0.07 0.21 -0.41
H -2.971079 -4.161768 2.589560 0.11 0.41 -0.25
H -2.594497 -6.636087 3.371941 0.14 -0.04 0.11
C 1.146308 0.085100 -4.437724 0.28 0.43 0.26
C -0.292854 -0.128356 -4.890230 -0.56 -0.46 -0.67
O -0.321447 -1.165184 -5.887021 0.34 -0.07 0.84
H 1.620237 0.962571 -4.877635 -0.02 -0.09 -0.15
H 1.803893 -0.767242 -4.608612 -0.35 -0.15 -0.60
H 1.238239 0.181319 -3.355875 -0.37 0.34 0.20
H -0.855620 0.687969 -5.343017 0.84 0.92 -0.14
H -0.931181 -0.287686 -4.021186 0.02 -1.02 0.34
H -1.205994 -1.524378 -5.987804 -0.13 0.09 0.00
C 3.069164 5.055854 1.188004 0.26 2.59 -0.39
C 2.753047 3.754390 1.762968 1.74 -1.25 -1.61
O 1.591628 3.790033 2.499724 -1.89 -0.13 1.64
H 3.675019 5.059207 0.281899 0.07 -0.38 0.10
H 3.587123 5.694836 1.903211 0.11 0.07 0.06
H 2.155248 5.600753 0.951503 -0.16 -0.01 -0.20
H 3.629002 3.420013 2.318842 -0.23 -0.54 0.20
H 2.551236 3.082117 0.929045 0.07 -0.48 0.22
H 1.692553 4.308990 3.301032 0.17 0.33 0.16
C -3.069995 -0.673467 3.105940 0.68 -1.17 -0.46
C -1.625341 -1.097244 3.495723 -3.67 -2.71 -0.98
O -0.994124 0.009386 3.911962 2.77 3.28 1.36
H -3.023928 0.021879 2.267796 -0.15 0.24 0.08
H -3.602649 -0.274702 3.969287 0.19 0.26 -0.08
H -3.633575 -1.549540 2.785067 -0.06 -0.02 -0.13
H -1.075339 -1.641176 2.727782 -0.07 0.40 -0.27
H -1.757602 -1.830943 4.290893 0.34 0.02 0.32
H -0.985076 0.040795 4.871411 0.08 0.15 0.11
C -3.956720 -0.076916 -3.090828 -0.01 -0.73 0.31
C -3.465971 0.273293 -1.703445 -0.76 -3.21 -0.71
O -3.143510 1.610795 -1.723260 0.81 3.01 1.63
H -3.122526 0.189406 -3.739896 -0.49 -0.30 -0.59
H -4.912449 0.365545 -3.371738 0.21 0.70 0.03
H -4.231268 -1.131728 -3.101132 0.58 -0.24 -0.29
H -2.579463 -0.324672 -1.492187 0.09 0.23 0.18
H -4.249469 -0.001908 -0.997406 0.13 0.37 0.51
H -4.000859 2.002309 -1.905631 -0.09 0.86 -0.30
C 1.502636 3.862922 -2.166940 0.56 1.09 1.19
C 0.279236 4.527294 -1.505265 0.92 0.31 -1.27
O -0.754892 3.560748 -1.627820 -1.06 -0.15 0.17
H 1.786910 3.008221 -1.553129 -0.04 -0.17 -0.15
H 2.341246 4.558299 -2.131007 0.10 0.04 -0.07
H 1.412648 3.559399 -3.209944 -0.52 0.08 0.06
H -0.094630 5.419921 -2.006789 0.41 0.15 -0.21
H 0.405271 4.828585 -0.465337 0.16 -0.55 0.02
H -0.818109 3.402429 -2.572553 -0.39 -0.37 -0.20
C 3.503538 -0.023298 2.464161 0.60 -2.74 -0.06
C 2.378424 -0.312856 3.466729 1.48 -0.96 -2.88
O 1.858491 0.957940 3.618305 -1.61 2.39 2.33
H 3.904709 -1.009662 2.231237 0.37 -0.19 -0.30
H 4.353170 0.472821 2.933303 -0.30 0.47 -0.07
H 3.218961 0.373861 1.489805 -0.29 0.42 0.36
H 2.834306 -0.780406 4.339471 -0.52 0.29 0.36
H 1.570827 -0.921140 3.059444 0.32 -0.35 0.08
H 2.258420 1.245879 4.442175 -0.26 0.91 0.18

=====

[3]
11
Properties=species:S:1:pos:R:3:forces:R:3 method="wB97M-V/def2-TZVPD" spin_multiplicity=1 orbital_gap_ha=0.334 charge=0 e_above_lowest_ev=2.134
C -0.086096 -0.830639 -0.159373 1.01 0.32 1.24
C 0.173366 0.450271 -0.451084 -0.82 0.84 -1.76
C 0.831746 -1.523751 0.866267 -1.68 -0.23 -0.08
O -1.597381 2.610620 -0.338261 0.44 -0.33 -1.79
S -1.068745 1.442590 -1.519630 1.25 -0.90 2.10
H -0.920582 -1.440386 -0.457798 -0.60 0.58 -0.32
H 1.179033 0.936157 -0.259206 -1.56 -0.49 0.12
H 0.585736 -1.010295 1.848313 0.86 -0.92 -1.01
H 0.672017 -2.631676 0.916907 -0.15 1.04 0.14
H 1.812728 -1.398871 0.480928 1.24 0.35 0.45
H -1.581821 3.395980 -0.927065 0.00 -0.25 0.92

=====

[4]
52
Properties=species:S:1:pos:R:3:forces:R:3 method="wB97M-V/def2-TZVPD" s2=2.02 spin_multiplicity=3 orbital_gap_ha="0.306 / 0.231" charge=+1 e_above_lowest_ev=0.233
Au -0.641372 -0.808246 0.138988 -0.08 -0.51 -0.50
O -1.030512 1.545522 0.421383 -0.45 0.35 -0.19
C -0.880918 2.436674 -0.419658 0.43 0.09 -0.04
C -0.639457 2.185910 -1.870489 -0.17 -0.25 0.10
C -2.085838 2.124673 -2.435919 0.05 0.14 -0.16
C -3.064994 3.235722 -2.003530 -0.12 -0.22 0.08
C -3.526027 3.212294 -0.533342 0.07 0.25 0.00
C -2.524922 3.909035 0.413032 -0.35 -0.23 0.10
N -1.182231 3.722533 -0.117551 0.47 0.35 0.14
H -0.120914 1.241325 -2.038575 0.02 0.06 0.00
H -0.073590 2.994956 -2.331545 0.00 0.05 0.04
H -2.522200 1.157481 -2.169630 0.03 0.09 -0.04
H -2.008387 2.159789 -3.523605 -0.03 -0.13 -0.01
H -3.950845 3.110449 -2.626360 0.00 0.09 -0.06
H -2.650405 4.217752 -2.233823 -0.02 0.12 -0.16
H -3.669079 2.172837 -0.232162 -0.05 -0.05 0.06
H -4.490000 3.714355 -0.446971 -0.06 -0.08 0.00
H -2.572455 3.484607 1.416563 -0.05 0.18 -0.02
H -2.721340 4.977259 0.468478 0.03 0.01 0.06
H -0.923466 4.394188 -0.829329 -0.11 -0.22 0.06
S -1.866250 -1.434273 -1.947051 0.00 0.60 0.58
C -0.980846 -2.878344 -2.240629 -0.20 -0.33 0.18
N 0.100248 -2.833263 -3.044028 -0.04 -0.09 -0.02
C 0.863687 -3.904362 -3.298714 0.24 -0.44 -0.03
C 0.539295 -5.125761 -2.764007 -0.14 0.10 0.06
C -0.588443 -5.223878 -1.943347 0.22 0.10 -0.17
C -1.349874 -4.106448 -1.686278 0.24 0.11 -0.25
H 0.381658 -1.931087 -3.421152 -0.09 -0.06 0.23
H 1.741251 -3.748947 -3.908482 -0.07 0.07 -0.02
H 1.154047 -5.985505 -2.976613 0.06 0.01 -0.01
H -0.856230 -6.172298 -1.503954 -0.02 -0.11 0.01
H -2.226077 -4.143467 -1.059636 -0.04 0.03 0.03
F 2.825302 -1.407599 0.240576 0.71 0.20 0.49
B 2.089765 -1.887996 -0.812595 -0.82 0.10 0.22
F 1.296674 -0.791109 -1.320302 -0.27 0.68 -0.33
F 2.790210 -2.430366 -1.826036 0.75 -0.32 -0.70
F 1.122492 -2.782916 -0.330224 -0.17 -0.76 0.36
Se 1.256107 -0.020062 1.925582 -0.26 -0.63 0.32
C 1.781641 1.370042 0.932032 0.10 0.11 -0.05
N 2.086692 2.295199 0.319676 0.18 0.40 -0.30
C -4.811465 -0.759958 3.727088 -0.69 0.34 0.21
N -3.665771 -1.307843 3.051140 0.37 -0.06 -0.28
C -3.049986 -2.495969 3.310241 0.33 -0.43 -0.03
C -2.039612 -2.624680 2.402960 -0.13 -0.29 0.32
N -2.043965 -1.526934 1.602522 -0.05 0.57 -0.27
C -3.030367 -0.753642 2.014374 0.11 0.12 -0.19
H -4.975980 -1.289776 4.662458 0.07 0.01 -0.05
H -5.703937 -0.853483 3.105845 0.06 -0.07 0.06
H -4.654053 0.296356 3.941294 0.06 -0.07 0.04
H -3.355616 -3.144857 4.104495 -0.12 -0.09 0.15
H -1.328778 -3.414195 2.276663 0.15 -0.18 0.03
H -3.275374 0.193452 1.582535 -0.12 0.30 -0.06

=====

[5]
9
Properties=species:S:1:pos:R:3:forces:R:3 method="wB97M-V/def2-TZVPD" spin_multiplicity=1 orbital_gap_ha="0.358 / 0.226" charge=0 e_above_lowest_ev=0.000
C -1.843035 -0.442382 0.227149 -4.25 -4.70 -0.69
C -0.913298 0.497571 -0.073219 4.79 3.54 -0.75
O 3.002182 1.240841 -0.315804 0.28 3.38 -2.62
O 0.319775 0.326447 -0.076321 -4.03 0.41 0.09
F -1.472210 -1.729504 0.316613 -0.25 1.88 0.23
F -3.187275 -0.416960 -0.080392 2.89 0.68 0.84
F -1.433952 1.759077 -0.320530 0.32 -1.63 0.29
S 2.986907 0.236034 0.661236 0.04 -2.82 2.56
Cl 2.540908 -1.471121 -0.338729 0.20 -0.74 0.04